{
  "formula": "C38H45BI2N5O11",
  "method": "ωB97M-V with the def2-TZVPD basis set",
  "symbols": ["C", "C", "O", "C", "C", "C", "C", "C", "B", "C", "I", "C", "C", "I", "N", "C", "C", "O", "C", "C", "O", "H", "H", "H", "H", "H", "H", "H", "H", "H", "H", "H", "H", "H", "H", "H", "H", "H", "H", "H", "H", "H", "H", "H", "H", "H", "C", "C", "C", "C", "C", "C", "N", "O", "O", "H", "H", "H", "H", "H", "C", "C", "C", "C", "C", "C", "N", "O", "O", "H", "H", "H", "H", "H", "C", "C", "C", "C", "C", "C", "N", "O", "O", "H", "H", "H", "H", "H", "C", "C", "C", "C", "C", "C", "N", "O", "O", "H", "H", "H", "H", "H"],
  "coordinates": [[7.8660, 0.1920, 5.1328], [6.6808, -0.2794, 4.2652], [6.1124, 0.7757, 3.5330], [6.8805, 1.1806, 2.4247], [6.8253, 2.6924, 2.2641], [5.4191, 3.2690, 2.4153], [4.5952, 3.1345, 1.1231], [3.0851, 3.0234, 1.3749], [2.5869, 1.5595, 1.8922], [2.7442, 0.3575, 0.7485], [3.9695, -1.3078, 1.3155], [2.1110, 0.3502, -0.4265], [1.1934, 1.4625, -0.8681], [2.2162, -1.2590, -1.8287], [1.0619, 1.5578, 2.3289], [0.6642, 0.2128, 2.6908], [-0.4574, -0.3720, 1.8604], [1.1582, -0.4255, 3.6159], [0.7561, 2.3670, 3.4593], [1.7666, 2.5832, 4.5463], [-0.3685, 2.8559, 3.5669], [7.8382, -0.2346, 6.1279], [8.8023, -0.0559, 4.6381], [7.8268, 1.2760, 5.1780], [5.9046, -0.6731, 4.9143], [6.9819, -1.0835, 3.5907], [7.9166, 0.8464, 2.5095], [6.4962, 0.7313, 1.5049], [7.5529, 3.1766, 2.9156], [7.1446, 2.9075, 1.2414], [4.8795, 2.7983, 3.2311], [5.5118, 4.3255, 2.6630], [4.9603, 2.3268, 0.4887], [4.7569, 4.0640, 0.5711], [2.5632, 3.3781, 0.4886], [2.8682, 3.7484, 2.1669], [3.3061, 1.2274, 2.8149], [0.7050, 1.1442, -1.7812], [1.7222, 2.3760, -1.1038], [0.4187, 1.6158, -0.1294], [-1.2971, -0.5369, 2.5320], [-0.1582, -1.3287, 1.4436], [-0.7596, 0.3158, 1.0804], [2.0850, 1.6342, 4.9693], [2.6649, 3.0763, 4.1911], [1.3436, 3.1906, 5.3398], [-3.7196, -2.2877, -4.0464], [-3.4904, -2.0814, -2.6928], [-2.9059, -0.9032, -2.2596], [-2.5636, 0.0534, -3.1964], [-2.7783, -0.1349, -4.5480], [-3.3609, -1.3174, -4.9721], [-1.9521, 1.3091, -2.7365], [-1.7549, 1.4288, -1.5491], [-1.6654, 2.1398, -3.5743], [-4.1791, -3.2088, -4.3805], [-3.7653, -2.8395, -1.9731], [-2.7180, -0.7371, -1.2094], [-2.4970, 0.6252, -5.2607], [-3.5370, -1.4801, -6.0257], [3.2251, -6.6925, 3.0281], [3.1732, -5.3971, 2.5310], [2.4002, -5.1112, 1.4177], [1.6865, -6.1368, 0.8240], [1.7276, -7.4339, 1.2997], [2.5065, -7.7096, 2.4115], [0.8498, -5.8197, -0.3442], [0.8734, -4.6736, -0.7208], [0.1945, -6.7149, -0.8431], [3.8264, -6.9106, 3.9011], [3.7308, -4.6044, 3.0103], [2.3564, -4.1028, 1.0270], [1.1629, -8.2165, 0.8158], [2.5501, -8.7180, 2.7997], [-3.0666, 3.9091, 2.4893], [-3.8370, 4.5417, 1.5211], [-4.7774, 5.4911, 1.8875], [-4.9280, 5.7952, 3.2284], [-4.1724, 5.1737, 4.2079], [-3.2368, 4.2244, 3.8303], [-5.9098, 6.8131, 3.6221], [-6.5761, 7.3300, 2.7478], [-6.0061, 7.0852, 4.8017], [-2.3240, 3.1755, 2.2062], [-3.7010, 4.2956, 0.4769], [-5.3788, 5.9855, 1.1398], [-4.3074, 5.4255, 5.2488], [-2.6299, 3.7302, 4.5751], [-7.2092, -3.9263, -10.2137], [-7.9217, -4.1781, -9.0490], [-7.7401, -3.3740, -7.9357], [-6.8445, -2.3243, -8.0118], [-6.1220, -2.0602, -9.1599], [-6.3086, -2.8711, -10.2674], [-6.6600, -1.4566, -6.8372], [-7.2884, -1.7253, -5.8370], [-5.8873, -0.5290, -6.9421], [-7.3565, -4.5542, -11.0824], [-8.6215, -5.0011, -9.0076], [-8.2891, -3.5633, -7.0258], [-5.4252, -1.2364, -9.1938], [-5.7520, -2.6776, -11.1737]],
  "atomic_forces_ev_per_a": [[-0.1, -0.1, -0.9], [0.1, 0.1, 0.4], [0.1, 0.0, 0.2], [0.0, 0.3, -0.4], [0.0, 0.0, -0.2], [0.0, -0.1, -0.3], [-0.3, 0.6, 0.2], [0.0, -0.3, 0.1], [0.7, -0.3, -0.1], [-0.2, -0.1, -0.3], [-0.2, 0.3, -0.1], [0.5, -0.2, 0.5], [-0.1, -0.8, -0.6], [-0.1, 0.2, 0.0], [0.1, -0.3, 1.1], [0.4, -0.7, 0.6], [0.2, 0.2, 0.1], [-0.7, 1.0, -1.1], [-1.1, 0.6, -0.2], [0.2, 0.2, 0.3], [0.9, -0.5, 0.0], [0.1, -0.1, 0.2], [0.2, -0.1, 0.2], [-0.1, 0.2, 0.3], [-0.3, 0.0, -0.1], [0.0, -0.2, -0.1], [0.2, 0.0, 0.1], [-0.2, -0.3, 0.1], [-0.1, 0.0, 0.3], [0.2, 0.1, -0.1], [0.1, -0.2, 0.2], [-0.1, 0.2, 0.0], [0.0, -0.3, 0.0], [0.2, 0.0, -0.3], [-0.2, 0.1, -0.1], [-0.2, 0.2, 0.0], [-0.1, 0.0, 0.0], [-0.1, 0.1, -0.1], [0.1, 0.2, 0.2], [0.1, 0.4, 0.2], [-0.1, -0.1, 0.1], [0.1, -0.1, -0.1], [0.0, 0.0, -0.1], [0.0, -0.3, -0.2], [0.1, 0.0, -0.2], [-0.2, 0.1, 0.0], [0.0, 0.0, 0.0], [0.0, 0.0, -0.1], [0.0, -0.1, 0.2], [-0.1, -0.2, -0.1], [0.0, 0.0, -0.2], [0.0, -0.1, 0.1], [0.1, -0.1, -0.1], [-0.2, 0.1, 0.2], [0.0, 0.1, -0.1], [0.0, 0.0, 0.0], [0.0, 0.0, 0.0], [0.1, 0.1, 0.0], [0.0, 0.1, 0.1], [0.0, 0.0, 0.0], [0.0, 0.0, 0.0], [0.0, -0.1, 0.1], [0.0, 0.2, 0.0], [0.1, -0.1, 0.2], [0.0, -0.2, 0.0], [0.1, 0.1, 0.0], [0.2, 0.0, 0.3], [-0.2, 0.2, -0.4], [-0.1, -0.1, -0.1], [0.0, 0.0, 0.0], [0.0, 0.1, 0.0], [0.0, 0.0, 0.0], [-0.1, 0.1, -0.1], [0.0, 0.0, 0.0], [0.0, -0.1, -0.2], [0.0, 0.0, 0.1], [0.0, 0.0, -0.2], [0.1, -0.1, 0.0], [0.1, -0.1, 0.1], [-0.1, 0.0, 0.0], [0.0, -0.1, 0.0], [-0.1, 0.1, -0.1], [0.0, 0.0, 0.2], [0.1, 0.0, 0.1], [0.0, 0.0, 0.0], [0.0, 0.1, 0.1], [-0.1, 0.1, 0.0], [0.1, 0.0, 0.0], [0.0, 0.0, 0.0], [0.1, 0.0, -0.1], [-0.1, -0.1, 0.1], [0.0, -0.1, -0.1], [0.1, 0.1, -0.1], [-0.1, -0.1, 0.0], [0.0, 0.0, 0.0], [-0.1, 0.0, 0.1], [0.1, 0.2, -0.1], [0.0, 0.0, 0.0], [0.0, 0.0, 0.0], [0.0, 0.1, 0.1], [0.0, 0.0, 0.1], [0.0, 0.0, 0.0]],
  "lowdin_charge": [-0.070, -0.281, -0.190, -0.249, -0.178, -0.203, -0.217, -0.149, -0.674, -0.621, 0.845, -0.801, -0.164, 0.745, 0.060, -0.451, 0.017, 0.065, -0.434, 0.000, 0.054, 0.061, 0.060, 0.074, 0.114, 0.107, 0.115, 0.087, 0.101, 0.110, 0.088, 0.106, 0.104, 0.100, 0.073, 0.087, 0.082, 0.009, 0.076, 0.056, 0.085, 0.084, 0.059, 0.089, 0.063, 0.078, -0.071, -0.060, 0.006, -0.140, 0.002, -0.076, -0.346, 0.067, 0.078, 0.104, 0.108, 0.119, 0.119, 0.095, -0.076, -0.058, 0.000, -0.144, -0.014, -0.079, -0.357, 0.057, 0.064, 0.103, 0.102, 0.072, 0.114, 0.101, -0.055, -0.058, -0.014, -0.162, -0.006, -0.056, -0.362, 0.062, 0.063, 0.095, 0.106, 0.114, 0.114, 0.102, -0.074, -0.067, -0.004, -0.147, -0.003, -0.067, -0.352, 0.084, 0.072, 0.105, 0.107, 0.119, 0.120, 0.107],
  "total_charge": -1,
  "orbital_gap_ev": 5.758
}

***

{
  "formula": "C21H45N2P3SScSe",
  "method": "ωB97M-V with the def2-TZVPD basis set",
  "symbols": ["Sc", "P", "P", "P", "H", "C", "C", "H", "C", "C", "C", "C", "C", "C", "C", "C", "C", "H", "H", "H", "H", "H", "H", "H", "H", "H", "H", "H", "H", "H", "H", "H", "H", "H", "H", "H", "H", "H", "H", "H", "H", "H", "H", "H", "H", "H", "C", "C", "C", "C", "C", "C", "Se", "H", "H", "H", "H", "H", "H", "S", "C", "N", "C", "C", "C", "N", "H", "H", "H", "H", "H", "H", "H", "H"],
  "coordinates": [[-0.1069, -0.3660, 0.2581], [0.2408, 1.7606, 1.7041], [-2.5972, 0.3400, 0.0300], [2.4663, -0.3583, -0.0409], [-1.4521, -3.5608, -6.6462], [-0.6754, -4.2158, -6.2149], [-0.6227, -4.5830, -4.9034], [-1.3818, -4.2347, -4.1836], [0.4471, 3.3279, 0.7930], [-1.1160, 2.2457, 2.8372], [1.6807, 1.8632, 2.8410], [-3.2735, -0.5698, -1.3927], [-3.9198, 0.0823, 1.2980], [-2.9177, 2.0773, -0.4945], [2.8854, -1.4448, -1.4313], [3.6315, -0.9915, 1.2492], [3.2242, 1.2352, -0.5754], [0.0302, -4.5912, -6.9875], [0.1116, -5.3142, -4.5312], [0.5729, 4.1236, 1.5375], [-0.4355, 3.5299, 0.1773], [1.3280, 3.2813, 0.1435], [-0.7289, 3.0820, 3.4377], [-1.3950, 1.4065, 3.4916], [-1.9958, 2.5810, 2.2728], [1.5336, 2.7851, 3.4248], [2.6237, 1.9283, 2.2784], [1.7158, 0.9952, 3.5186], [-4.3388, -0.3475, -1.5117], [-3.1457, -1.6439, -1.2213], [-2.7318, -0.2913, -2.3001], [-4.8990, 0.3769, 0.8695], [-3.7123, 0.6855, 2.2019], [-3.9402, -0.9868, 1.5786], [-4.0022, 2.2297, -0.5930], [-2.4288, 2.2399, -1.4690], [-2.5023, 2.7988, 0.2228], [3.9641, -1.4189, -1.6112], [2.3506, -1.1212, -2.3262], [2.5796, -2.4655, -1.1836], [4.5810, -1.2692, 0.7577], [3.1801, -1.8798, 1.7241], [3.8273, -0.2295, 2.0240], [4.2650, 1.0461, -0.8855], [3.2022, 1.9857, 0.2297], [2.6404, 1.6201, -1.4302], [0.2565, 0.8125, -4.0907], [-0.1851, -0.5092, -4.2623], [-0.1944, -1.0656, -5.5338], [0.4514, -0.4229, -6.5924], [0.9070, 0.8843, -6.4292], [0.8063, 1.5000, -5.1819], [-0.0165, 1.5419, -2.3312], [-0.0510, 0.0644, -1.8194], [-0.5104, -1.1089, -3.4102], [-0.6424, -2.0401, -5.7160], [0.5750, -1.0068, -7.5105], [1.3539, 1.3626, -7.2995], [1.1928, 2.4952, -5.0349], [-0.0108, -2.0671, 2.0799], [-0.1085, -1.2886, 3.6595], [-1.2963, -0.8651, 4.1574], [-1.4609, -0.4901, 5.5701], [-0.2181, 0.2243, 6.0414], [1.0278, -0.5951, 5.7759], [1.0197, -1.0916, 4.3799], [-2.1040, -1.2468, 3.6649], [-1.6192, -1.3987, 6.1596], [-2.3672, 0.1163, 5.6429], [-0.2990, 0.3610, 7.1216], [-0.1238, 1.1983, 5.5535], [1.0510, -1.4617, 6.4533], [1.9629, -0.0363, 5.9290], [1.8406, -1.6106, 4.0555]],
  "atomic_forces_ev_per_a": [[0.1, -0.7, 0.9], [0.2, 1.3, 0.8], [-2.1, 1.1, -0.3], [2.0, 0.5, -0.1], [0.3, -0.4, 0.5], [0.2, -0.8, 0.8], [-0.3, 0.2, -1.6], [0.4, -0.1, -0.4], [0.0, -0.1, -0.4], [-0.1, -0.3, 0.1], [0.0, -0.3, 0.0], [0.3, -0.4, 0.0], [0.4, -0.2, 0.3], [0.3, 0.1, -0.1], [-0.4, -0.2, -0.1], [-0.4, 0.1, 0.2], [-0.2, 0.0, -0.1], [-0.4, 0.1, 0.9], [-0.3, 0.5, -0.3], [0.0, -0.1, -0.2], [0.2, 0.1, 0.1], [-0.2, 0.1, 0.1], [-0.3, -0.2, -0.1], [0.1, 0.4, -0.2], [0.2, -0.1, 0.2], [0.2, -0.3, -0.2], [-0.3, 0.0, 0.3], [0.0, 0.4, -0.3], [0.2, 0.0, 0.0], [-0.2, 0.0, -0.1], [-0.1, 0.0, 0.0], [0.6, -0.2, 0.2], [-0.2, -0.3, -0.4], [-0.1, 0.5, -0.1], [0.3, 0.0, 0.1], [-0.4, 0.0, 0.5], [-0.3, -0.2, -0.2], [-0.2, 0.0, 0.0], [0.1, -0.1, -0.1], [0.1, 0.0, -0.2], [-0.4, 0.2, 0.2], [0.3, 0.3, -0.2], [-0.1, -0.3, -0.4], [-0.4, 0.1, 0.2], [0.1, -0.3, -0.3], [0.4, -0.1, 0.4], [0.2, -1.1, -1.0], [-0.3, 0.3, -0.3], [0.5, -0.1, 0.0], [-0.5, -0.1, 0.2], [0.1, -0.8, -0.2], [-0.1, 0.3, 0.7], [0.3, -0.9, 0.1], [0.0, 1.1, -0.5], [-0.3, 0.1, -0.3], [0.4, 0.3, 0.4], [-0.1, 0.7, 0.1], [0.0, 0.2, 0.5], [0.0, 0.2, -0.1], [-0.2, 0.2, 0.3], [0.2, 0.9, 1.2], [0.9, -1.2, -1.1], [-0.1, -0.3, 0.1], [0.2, 0.4, 0.2], [0.1, -0.6, 0.2], [-0.9, -0.9, -0.9], [0.3, 0.3, 0.2], [-0.1, 0.1, -0.1], [0.2, 0.0, 0.1], [0.0, 0.3, -0.1], [-0.1, 0.0, 0.2], [0.1, 0.2, -0.2], [-0.4, -0.1, -0.1], [-0.4, 0.4, 0.1]],
  "lowdin_charge": [0.339, 0.747, 0.720, 0.713, 0.059, -0.085, -0.077, 0.042, -0.235, -0.228, -0.218, -0.241, -0.227, -0.259, -0.234, -0.226, -0.246, 0.074, 0.054, 0.081, 0.035, 0.038, 0.075, 0.021, 0.042, 0.075, 0.042, 0.027, 0.080, 0.062, 0.038, 0.079, 0.044, 0.058, 0.079, -0.011, 0.024, 0.078, 0.044, 0.066, 0.075, 0.035, 0.051, 0.080, 0.032, 0.003, -0.541, -0.151, -0.053, -0.028, -0.036, -0.088, 0.983, -0.154, 0.076, 0.053, 0.131, 0.129, 0.110, 0.655, -0.686, 0.026, -0.131, -0.147, -0.125, 0.033, 0.139, 0.147, 0.141, 0.144, 0.110, 0.147, 0.142, 0.149],
  "total_charge": 3,
  "orbital_gap_ev": 5.392,
  "de_lowest_ev": 0.0000
}

***

Calculated total energy / a.u.: -3196.365559, -5520.172412